# 1
Molecular formula: C5H9Cl
Method: DFT, ωB97M-V with the def2-TZVPD basis set

Structure (XYZ):
```
15
C5H9Cl, DFT ωB97M-V with the def2-TZVPD basis set
C -2.296 -0.362 -0.614
C -0.902 -0.655 -0.093
C -0.458 -0.367 1.308
C 0.154 0.295 0.192
C 0.015 1.769 -0.077
H -2.406 -0.420 -1.734
H -2.990 -1.073 -0.069
H -2.640 0.613 -0.210
H -0.478 -1.541 -0.732
H 0.119 -1.121 1.930
H -1.185 0.313 1.816
H 0.769 2.246 0.571
H 0.256 2.118 -1.088
H -1.013 2.041 0.176
Cl 1.794 -0.427 -0.291
```

Computed properties:
Largest force on an atom, eV/Å: 4.26
Relative energy (zero: lowest compared OMol25 entry of this formula, charge and spin), kcal/mol: 27.26
Spin multiplicity: 1
E, Eh: -656.054356

Results of the Löwdin charge analysis, in e, for atoms 1 through 4: C -0.08; C -0.39; C -0.12; C -0.83


# 2
Molecular formula: C5H9Cl
Method: DFT, ωB97M-V with the def2-TZVPD basis set

Structure (XYZ):
```
15
C5H9Cl, DFT ωB97M-V with the def2-TZVPD basis set
C 0.059 0.808 1.734
C -0.071 0.130 0.419
C -0.978 -1.065 0.434
C 0.603 0.570 -0.586
C 0.451 -0.098 -1.942
H 1.009 0.573 2.188
H -0.194 1.867 1.579
H -0.618 0.418 2.471
H -0.900 -1.815 -0.416
H -0.703 -1.720 1.249
H -1.955 -0.727 0.488
H -0.531 -0.447 -2.151
H 0.575 0.623 -2.708
H 1.192 -0.806 -2.249
Cl 2.061 1.688 -0.510
```

Computed properties:
Largest force on an atom, eV/Å: 4.08
Relative energy (zero: lowest compared OMol25 entry of this formula, charge and spin), kcal/mol: 22.35
Spin multiplicity: 1
E, Eh: -656.062189

Results of the Löwdin charge analysis, in e, for atoms 1 through 4: C -0.09; C -0.41; C -0.05; C -0.59


# 3
Molecular formula: C5H9Cl2N4
Method: DFT, ωB97M-V with the def2-TZVPD basis set

Structure (XYZ):
```
20
C5H9Cl2N4, DFT ωB97M-V with the def2-TZVPD basis set
C -0.629 -2.352 0.112
C 1.043 1.705 -0.777
C -0.025 0.360 0.871
C -1.779 -0.384 0.323
C 0.977 -0.444 0.042
N -1.691 -1.736 0.451
N 0.550 -1.788 -0.261
N 1.149 0.358 -1.168
N 0.000 1.740 0.373
Cl -0.633 -4.058 0.097
Cl -2.947 0.409 1.346
H 1.988 2.043 -0.333
H 0.759 2.364 -1.594
H 0.029 0.260 1.944
H -1.851 -0.024 -0.707
H 1.952 -0.506 0.548
H 1.282 -2.431 -0.533
H 0.498 0.072 -1.890
H 0.269 2.406 1.105
H -0.939 2.009 0.053
```

Computed properties:
Largest force on an atom, eV/Å: 3.82
Relative energy (zero: lowest compared OMol25 entry of this formula, charge and spin), kcal/mol: 27.63
Spin multiplicity: 1
E, Eh: -1335.047715
Total charge: +1

Results of the Löwdin charge analysis, in e, for atoms 1 through 4: C -0.80; C -0.11; C -0.11; C -0.66


# 4
Molecular formula: C5H9Cl2NS
Method: DFT, ωB97M-V with the def2-TZVPD basis set

Structure (XYZ):
```
18
C5H9Cl2NS, DFT ωB97M-V with the def2-TZVPD basis set
C -3.111 -1.190 -0.962
C 1.708 0.802 0.253
C 1.105 -0.371 0.272
C 2.749 1.207 -0.683
C 0.028 -0.715 1.298
N -1.121 -1.139 0.594
S -2.253 -0.237 0.007
Cl 1.514 -1.631 -0.831
Cl -1.422 1.797 -0.577
H -4.160 -1.124 -0.914
H -2.749 -2.104 -1.327
H 1.503 1.616 1.032
H 3.824 1.285 -0.136
H 2.875 0.538 -1.664
H 2.405 2.157 -0.938
H -0.027 0.126 1.863
H 0.261 -1.515 1.870
H -3.127 0.500 0.841
```

Computed properties:
Largest force on an atom, eV/Å: 4.50
Relative energy (zero: lowest compared OMol25 entry of this formula, charge and spin), kcal/mol: 106.73
Spin multiplicity: 1
E, Eh: -1569.030281

Results of the Löwdin charge analysis, in e, for atoms 1 through 4: C -0.28; C -0.28; C -0.70; C -0.14


# 5
Molecular formula: C5H9Cl2O4P
Method: DFT, ωB97M-V with the def2-TZVPD basis set

Structure (XYZ):
```
21
C5H9Cl2O4P, DFT ωB97M-V with the def2-TZVPD basis set
C 1.619 1.031 0.296
C -2.345 -1.377 1.562
C 3.603 1.996 1.119
C -1.786 0.003 1.112
C 0.979 -1.677 -1.206
O 1.024 2.048 0.391
O 1.061 -1.095 2.334
O 2.904 0.897 0.533
O -0.796 -0.275 0.081
P 0.717 -0.554 0.278
Cl 0.200 -3.159 -0.989
Cl 2.672 -1.954 -1.277
H -1.531 -1.966 2.085
H -3.192 -1.032 2.205
H -2.746 -2.148 0.887
H 4.620 2.011 0.727
H 3.720 1.770 2.213
H 2.967 2.848 0.948
H -1.318 0.297 2.070
H -2.457 0.780 0.735
H 0.722 -1.236 -2.224
```

Computed properties:
Largest force on an atom, eV/Å: 6.16
Relative energy (zero: lowest compared OMol25 entry of this formula, charge and spin), kcal/mol: 68.75
Spin multiplicity: 1
E, Eh: -1758.459082

Results of the Löwdin charge analysis, in e, for atoms 1 through 4: C -0.62; C -0.09; C -0.01; C -0.22


# 6
Molecular formula: C5H9ClFN
Method: DFT, ωB97M-V with the def2-TZVPD basis set

Structure (XYZ):
```
17
C5H9ClFN, DFT ωB97M-V with the def2-TZVPD basis set
C 1.650 0.183 0.857
C 0.355 0.907 0.487
C 0.087 1.475 -0.902
C -1.380 1.253 -0.635
C -0.896 0.086 0.313
H 3.276 -1.203 0.430
H 1.667 -0.479 -1.193
H 1.010 -0.736 1.462
H 2.321 0.793 1.496
H 0.283 1.599 1.467
H 0.602 2.609 -1.295
H 0.553 0.707 -1.755
H -2.322 1.086 -1.465
H -1.802 1.861 0.216
N 2.575 -0.205 -0.203
F -1.606 -0.366 1.412
Cl -0.474 -1.467 -0.669
```

Computed properties:
Largest force on an atom, eV/Å: 5.55
Relative energy (zero: lowest compared OMol25 entry of this formula, charge and spin), kcal/mol: 146.93
Spin multiplicity: 1
E, Eh: -810.490249

Results of the Löwdin charge analysis, in e, for atoms 1 through 4: C -0.41; C -0.39; C -0.22; C -0.17


Which formula does entry 4 have?
C5H9Cl2NS